(1)
23
Properties=species:S:1:pos:R:3:forces:R:3 method="wB97M-V/def2-TZVPD" lumo_ev=-3.429 charge=+1 gap_ev=10.87 multiplicity=1 relative_energy_kcal_mol=109.2 energy_ev=-14026.2337 molar_mass_g_mol=126.129
H 20.0050 23.6660 10.0750 0.1 0.1 -0.9
H 20.6930 23.5280 16.0140 0.3 1.1 -0.2
H 19.4680 24.4890 8.7050 -0.1 -1.2 2.7
O 21.9560 27.5050 14.1460 -4.9 11.7 -5.0
O 22.7510 27.4290 10.1020 -1.8 0.2 -5.8
H 22.2380 22.9340 10.2280 -2.4 -0.1 2.7
H 18.1160 26.6500 15.0470 0.3 -0.2 -1.9
H 21.1530 22.2470 11.4710 2.0 3.2 -2.4
N 20.5450 26.0190 11.7230 2.9 -5.5 1.3
H 19.5880 25.8760 11.6220 -2.3 -0.6 -0.5
O 20.6780 24.5060 16.1260 1.5 1.0 -2.5
H 20.6980 26.9170 11.9780 1.1 4.1 0.5
H 22.3930 26.8760 14.4150 6.9 -10.7 4.8
O 18.2070 26.5310 14.0520 0.4 0.3 1.8
H 22.9120 27.6020 9.0070 -1.3 -0.8 4.4
H 22.6940 28.1950 14.0330 -2.0 -1.1 0.1
H 23.6290 27.5690 10.3150 3.0 0.4 1.5
O 21.5240 23.1440 10.9750 0.5 -3.2 -0.2
H 20.8650 25.4710 12.6380 -0.9 1.2 -2.6
H 17.3900 26.1170 13.7910 -0.6 -0.2 -0.1
H 21.0790 25.6320 10.8800 -0.9 1.0 1.4
O 19.3060 24.2230 9.6830 0.0 1.2 -1.8
H 21.2190 24.9710 15.3440 -1.9 -2.1 2.8

(2)
8
Properties=species:S:1:pos:R:3:forces:R:3 method="wB97M-V/def2-TZVPD" smiles="C#CC(=O)PF" lumo_ev=-0.483 charge=0 gap_ev=9.53 multiplicity=1 relative_energy_kcal_mol=3.0 energy_ev=-17194.5979 molar_mass_g_mol=104.020
H -0.7313 -1.2264 1.1466 -0.5 0.0 -0.5
O 1.9606 0.0826 -0.2935 -0.3 -0.4 0.2
F 0.9263 -2.5973 0.9470 -0.5 0.5 -1.3
C -0.1598 1.0233 -0.3457 -1.2 0.9 0.2
C 0.7704 -0.0819 -0.2011 0.3 -0.4 -0.3
H -1.6286 2.6815 -0.7922 -0.1 -0.1 0.5
P -0.1365 -1.7744 -0.0283 1.2 0.3 1.9
C -1.0011 1.8925 -0.4328 0.9 -0.8 -0.7

(3)
156
Properties=species:S:1:pos:R:3:forces:R:3 method="wB97M-V/def2-TZVPD" smiles=COCCNCCOC.COCCNCCOC.COCCNCCOC.COCCNCCOC.COCCNCCOC.COCCNCCOC.CO.CO lumo_ev=0.520 charge=0 gap_ev=8.58 multiplicity=1 relative_energy_kcal_mol=63.6 energy_ev=-78588.6456 molar_mass_g_mol=863.230
C 28.6363 -6.2658 4.1736 -1.3 0.4 0.1
H 22.9927 -2.6884 8.4451 -0.4 0.2 -0.5
H 21.1474 -11.3778 -1.6326 0.2 0.5 -0.1
H 15.9901 -11.1673 -1.9053 0.4 0.0 -0.8
H 17.2636 -14.0442 -1.9690 -0.2 0.2 -0.6
H 34.6094 -7.2180 0.3422 0.3 0.3 -1.3
H 17.8201 -6.6158 -1.9313 -0.3 -0.2 -0.6
O 24.3119 -12.8779 6.0543 0.1 0.5 0.7
H 28.5476 -11.5276 1.6682 -0.1 0.5 0.3
H 29.3720 -5.5062 4.4380 0.1 0.0 0.2
C 22.9859 -5.4953 4.8742 1.2 -0.6 1.0
H 25.4677 -9.9637 2.1378 -0.2 -0.2 0.2
H 28.6257 -6.3311 3.0857 -0.1 -0.1 -0.2
C 22.9497 -5.3863 6.4314 0.0 1.4 0.2
H 15.9559 -8.0005 -2.8185 0.5 1.0 -0.3
H 27.4324 -10.9750 0.3248 -0.4 0.0 0.6
H 22.2336 -10.2012 6.9147 -0.4 -0.1 -0.5
H 19.9258 -10.1963 1.5970 -0.8 -0.4 0.0
O 34.0883 -9.1571 -0.4063 -0.5 0.5 0.7
H 22.3153 -7.5390 2.3730 -0.2 0.0 -0.4
H 20.4901 -9.7918 0.0170 0.4 0.2 -0.3
C 35.4326 -9.6001 -0.3099 -0.5 1.0 -0.3
H 18.1094 -9.8074 -0.0924 -0.3 0.1 0.0
O 22.9779 -3.9991 6.8602 -0.1 -0.3 -1.2
C 23.0483 -10.0389 6.2089 0.7 -0.6 0.8
H 31.6580 -12.0804 9.3773 0.3 -0.5 0.4
C 16.6208 -8.4353 -2.0722 0.0 0.1 -0.4
H 26.8695 -10.3569 7.3055 -0.3 0.3 -0.3
H 22.5596 -6.4840 4.7047 -0.5 0.2 -0.4
C 26.6988 -4.8218 3.9391 -0.4 -0.9 1.8
O 22.9015 -12.5081 0.0844 -0.5 0.4 -2.3
O 28.8648 -10.7745 7.0220 0.4 -0.4 -0.3
H 24.8098 -11.8274 0.3499 0.3 0.1 0.4
C 19.9291 -9.3918 0.8616 0.5 0.7 0.9
H 34.0244 -9.4573 10.2299 0.5 -0.3 1.0
N 21.3468 -12.7456 6.8810 0.6 -0.9 -0.4
H 23.1346 -8.2600 6.5430 0.0 1.0 -0.3
N 24.2950 -5.5659 4.2443 1.2 -0.3 -0.1
O 18.1266 -14.3641 -0.2028 0.4 -0.6 -0.9
H 17.3207 -15.4364 1.2615 0.1 -0.2 0.1
H 19.1428 -12.8419 -3.0645 0.3 -0.7 -0.3
H 32.2702 -7.2377 -0.8160 0.3 0.3 -0.4
H 19.3923 -11.4645 8.3904 0.7 0.4 -0.2
H 24.2335 -8.6717 4.4043 0.0 -0.3 0.4
C 15.2203 -10.3982 -1.9688 0.6 0.6 1.6
H 14.4734 -10.8388 -1.3083 -0.4 0.5 -0.1
H 17.2981 -9.0773 -2.6354 0.3 -0.3 0.1
C 25.3832 -9.8246 3.2156 -0.4 1.1 1.4
C 30.0893 -7.8645 0.7452 1.6 -1.0 0.6
H 18.5834 -9.9811 4.7349 -0.4 0.1 0.1
H 23.9403 -10.1638 6.8227 0.3 -0.2 0.0
C 18.5909 -10.9174 5.2930 0.2 0.3 -1.5
H 35.7332 -9.6688 0.7356 0.1 -0.3 0.1
C 18.2774 -14.2716 -1.6395 -1.1 0.3 0.4
H 23.7526 -13.1907 7.9546 -0.3 0.2 -0.1
H 22.0615 -5.8931 6.8086 -0.5 0.2 0.0
H 19.5798 -13.3790 5.9682 -0.6 -0.1 0.1
H 23.6393 -11.7844 -1.8056 0.1 0.2 0.2
C 22.9066 -3.7521 8.2232 0.3 -0.2 0.9
C 27.5091 -10.9322 6.6360 0.4 -1.1 0.6
C 18.5748 -8.9208 0.3382 0.2 0.3 -0.2
O 23.0471 -8.7075 5.6982 -0.3 -0.3 0.5
H 22.0040 -4.1470 8.6893 -0.3 0.0 -0.1
C 19.0625 -11.7465 7.3905 1.5 -0.9 0.3
N 31.1045 -11.3902 9.8646 0.8 1.2 0.6
H 35.5467 -10.5412 -0.8479 -0.1 0.1 0.1
H 25.0844 -12.8436 4.1173 -0.1 0.3 0.4
H 28.7384 -12.0198 0.0264 0.5 0.2 -0.2
C 35.1610 -11.3555 8.5614 -1.8 0.6 -0.1
N 20.6262 -13.3965 -1.5377 -1.4 1.0 -1.2
H 24.1741 -14.6568 7.1563 0.1 -0.3 -0.4
H 28.9050 -7.2455 4.5687 -0.1 0.2 0.2
H 22.0143 -14.6230 5.8446 -0.1 0.4 -0.6
H 35.9873 -8.7960 -0.7934 0.8 -0.3 0.0
C 24.2029 -12.7022 0.5834 -0.6 -0.3 -0.4
H 23.5605 -13.7229 4.3593 -0.1 0.0 -0.4
C 21.7796 -8.4782 2.2350 -0.5 -0.9 -0.6
H 19.7620 -13.7247 7.7195 -0.3 -0.3 -0.1
H 25.0002 -10.6700 3.7870 0.2 -0.6 -0.5
C 33.4188 -10.2060 9.7193 -0.6 0.1 0.2
O 20.5685 -8.2939 1.5012 -0.1 1.2 -0.2
C 30.4186 -10.7162 8.7621 0.1 0.2 0.1
H 23.3081 -13.5301 -1.6530 0.1 -0.1 -0.3
H 19.2773 -7.1305 -0.4015 0.1 -0.1 0.2
H 26.6683 -5.0793 2.8804 -0.5 -0.1 -0.1
C 22.1714 -13.9784 6.7094 0.0 0.0 1.8
H 27.2891 -3.9099 4.0290 0.1 0.2 0.2
H 29.8222 -7.4447 -0.2246 -0.6 -0.4 -0.3
N 31.4779 -8.3668 0.7329 0.1 -0.2 0.6
H 14.7936 -10.2294 -2.9575 0.3 0.1 -0.1
H 22.4385 -4.6991 4.3696 -0.4 0.0 0.4
H 28.1837 -8.5652 1.3332 -0.4 -0.2 0.4
C 22.9421 -12.5296 -1.4226 -0.5 -0.5 1.7
O 19.2105 -10.6625 6.4981 -0.4 -0.2 1.7
H 27.2445 -11.9831 6.7525 -0.3 -0.2 0.1
C 21.5484 -12.3255 -1.9919 -0.6 -0.4 0.9
H 21.5878 -8.8782 3.2306 -0.1 -0.2 0.1
H 16.8997 -6.8549 -0.5475 -0.7 -0.3 0.4
H 27.3655 -10.7371 5.5733 0.2 0.6 0.2
H 32.3742 -10.7542 11.5418 0.0 -0.7 -0.2
H 21.9881 -14.6761 7.5266 -0.7 0.0 0.3
H 24.6286 -13.5707 0.0809 0.4 -0.2 0.1
H 18.0659 -12.0997 7.6552 -0.7 0.3 -1.0
H 16.4056 -15.6124 -0.1876 0.0 0.0 -0.6
H 35.5057 -10.3243 8.6389 1.2 -0.3 -0.1
C 33.8595 -8.0055 0.4175 0.5 -0.2 0.4
H 23.7393 -4.1519 8.8019 0.4 -0.6 -0.1
H 31.6492 -9.2340 0.2444 -0.9 -0.3 0.0
C 17.4855 -7.4182 -1.2739 -0.5 0.4 -0.4
H 29.5230 -9.3238 2.2758 0.1 -0.1 0.0
H 31.7617 -9.4498 10.6622 -0.9 -0.1 -0.2
H 34.7264 -11.4519 7.5665 0.2 -0.1 -0.4
H 34.0474 -8.2065 1.4722 -0.5 -0.9 0.4
C 32.1095 -10.4733 10.5225 0.6 0.5 -1.1
H 30.0753 -7.0194 1.4334 -0.1 0.0 0.2
C 32.4755 -7.4593 0.2313 -0.5 0.2 0.1
H 20.6125 -13.3089 -0.5316 -0.1 -0.3 0.3
C 19.8780 -12.9758 6.9360 1.1 0.1 0.3
C 23.6444 -13.7161 7.0057 0.2 0.8 -0.6
H 21.6093 -12.2129 6.0640 -0.4 0.6 0.0
H 26.3530 -9.5727 3.6448 0.4 -0.2 -0.3
H 33.2843 -9.6112 8.8158 -0.8 -0.5 -0.8
H 23.1408 -10.8231 5.4576 -0.4 0.5 -0.3
C 29.1883 -8.9863 1.2949 0.0 0.9 -1.8
H 19.1933 -11.5857 4.6777 0.0 -0.4 -0.1
H 21.5566 -12.2956 -3.0815 0.2 -0.1 0.0
H 28.4165 -11.4807 8.8858 0.0 -0.1 0.3
H 18.5016 -15.2371 -2.0929 0.6 -0.1 0.2
H 18.0001 -16.4532 -0.0137 0.0 -0.1 -0.3
O 27.3185 -5.9043 4.6763 1.0 0.0 -0.8
H 25.3675 -4.4071 5.6966 0.7 -0.6 0.4
H 17.9174 -8.4527 1.0709 0.0 -0.6 0.8
H 25.0689 -14.3982 4.9508 0.2 -0.3 -0.2
O 29.2293 -10.0214 0.3091 0.3 -0.6 0.8
C 24.5195 -13.4673 4.8101 -0.3 -1.0 -0.1
O 34.0680 -11.4190 9.4806 0.3 -0.8 0.3
H 24.7214 -6.4813 4.2639 -0.4 -0.3 0.1
H 23.7814 -5.8701 6.9435 0.5 -0.3 -0.4
H 24.0914 -12.9185 1.6459 0.3 0.3 0.0
N 18.7144 -7.9104 -0.7097 0.7 -1.1 -0.5
O 15.7096 -9.1997 -1.3093 -0.4 -1.1 0.5
H 32.3866 -6.5308 0.7952 0.2 0.2 0.0
H 17.5900 -11.3351 5.4014 -0.2 0.1 0.0
H 35.8331 -12.1981 8.7242 0.2 0.5 0.3
C 19.1869 -13.1105 -2.0090 1.1 -0.8 1.0
H 18.6933 -12.2408 -1.5753 0.4 0.4 0.7
C 25.3246 -4.6083 4.6262 -0.7 1.2 -1.2
O 24.5060 -8.7331 3.4858 0.3 0.3 -1.5
H 29.4907 -12.5722 8.0415 0.1 -0.1 -0.6
H 24.9491 -3.6426 4.2880 0.1 0.4 -0.4
C 17.4287 -15.5459 0.1825 0.3 0.8 1.0
H 31.1324 -10.4952 7.9685 -0.1 0.1 -0.4
H 30.0265 -9.7521 9.0857 0.0 0.0 0.1
C 29.2555 -11.5185 8.1911 -0.5 1.4 0.0
H 22.3942 -9.1882 1.6816 0.4 0.0 0.1
C 28.4569 -11.1666 0.6437 -0.2 0.0 -0.9